# 1
{
  "formula": "C6H10O",
  "method": "ωB97M-V with the def2-TZVPD basis set",
  "relative_energy_ev": 4.8891,
  "homo_lumo_gap_ev": 8.935,
  "homo_energy_ha": -0.2902,
  "species": ["C", "O", "C", "C", "C", "C", "C", "H", "H", "H", "H", "H", "H", "H", "H", "H", "H"],
  "positions_angstrom": [[2.4517, -0.0447, 0.6441], [1.1090, -0.3844, 0.9127], [0.4236, -0.7766, -0.2482], [-1.0503, -0.5504, -0.1697], [-1.7200, 0.2755, 0.8749], [-1.5659, 1.0049, -0.4099], [0.2441, 0.2340, -1.3001], [2.8754, 0.3367, 1.5762], [2.5108, 0.7263, -0.1352], [3.0328, -0.9244, 0.3227], [0.6574, -1.8121, -0.5292], [-1.6670, -1.2750, -0.6898], [-2.7139, -0.0643, 1.1511], [-1.0896, 0.5945, 1.6994], [-2.4176, 1.0363, -1.0827], [-0.9614, 1.8965, -0.4085], [-0.1191, -0.2726, -2.2078]]
}

---

# 2
{
  "formula": "C6H10O",
  "method": "ωB97M-V with the def2-TZVPD basis set",
  "relative_energy_ev": 3.1032,
  "homo_lumo_gap_ev": 9.140,
  "homo_energy_ha": -0.3058,
  "species": ["C", "C", "C", "C", "C", "C", "O", "H", "H", "H", "H", "H", "H", "H", "H", "H", "H"],
  "positions_angstrom": [[-0.1841, 1.3403, -1.7684], [-0.2169, 0.5979, -0.4587], [-1.3396, 0.4991, 0.3910], [-0.9057, -0.4932, 1.4662], [0.6131, -0.7497, 1.3287], [0.9115, -0.3927, -0.1292], [0.8241, -1.4884, -1.0291], [-0.1657, 0.5986, -2.5739], [0.7177, 1.9549, -1.8691], [-1.0753, 1.9629, -1.8793], [-0.4570, 1.4822, 0.4182], [-1.4887, -1.4033, 1.2572], [-1.2032, -0.1831, 2.4730], [1.1633, -0.0690, 1.9907], [0.9319, -1.7700, 1.5651], [1.9134, 0.0200, -0.2829], [-0.0387, -1.9064, -0.8998]]
}

---

# 3
{
  "formula": "C6H10O",
  "method": "ωB97M-V with the def2-TZVPD basis set",
  "relative_energy_ev": 4.8971,
  "homo_lumo_gap_ev": 9.206,
  "homo_energy_ha": -0.3065,
  "species": ["C", "C", "C", "C", "O", "C", "C", "H", "H", "H", "H", "H", "H", "H", "H", "H", "H"],
  "positions_angstrom": [[1.6810, -0.6393, -0.1507], [0.6964, 0.3409, 0.4639], [0.0056, 1.3864, -0.4499], [-1.3185, 1.0987, 0.2661], [-2.1150, 0.1222, -0.4511], [-1.6843, -0.9281, 0.2499], [-0.7000, -0.0641, 1.0576], [1.9769, -1.4167, 0.5616], [2.5873, -0.0990, -0.4520], [1.2749, -1.1288, -1.0400], [1.2016, 0.8723, 1.2787], [0.3766, 2.4097, -0.3543], [-0.0298, 1.1140, -1.5097], [-1.9398, 1.8992, 0.6664], [-0.3419, -2.4348, -1.3720], [-0.9203, -2.3129, -0.9003], [-0.7505, -0.2197, 2.1359]]
}

---

# 4
{
  "formula": "C6H10O",
  "method": "ωB97M-V with the def2-TZVPD basis set",
  "smiles": "CC(C)=C/C=C/O",
  "relative_energy_ev": 1.1000,
  "homo_lumo_gap_ev": 9.002,
  "homo_energy_ha": -0.2959,
  "species": ["C", "C", "C", "C", "C", "C", "O", "H", "H", "H", "H", "H", "H", "H", "H", "H", "H"],
  "positions_angstrom": [[-1.8310, -1.9630, 0.9019], [-1.0458, -0.6849, 0.7941], [-1.1129, 0.2623, 1.9470], [-0.1695, -0.5800, -0.2019], [0.8055, 0.4894, -0.3689], [1.4328, 0.6613, -1.5334], [2.0617, 1.8672, -1.8596], [-1.4710, -2.5727, 1.7390], [-2.8664, -1.7423, 1.1867], [-1.8137, -2.5478, -0.0111], [-0.2214, 0.8713, 2.0236], [-1.4069, -0.2450, 2.8644], [-1.9599, 0.9483, 1.8356], [-0.2510, -1.3241, -0.9858], [0.9690, 1.2402, 0.3883], [1.5885, -0.0949, -2.2915], [2.8533, 1.9702, -1.3238]]
}

---

# 5
{
  "formula": "C6H10O",
  "method": "ωB97M-V with the def2-TZVPD basis set",
  "relative_energy_ev": 1.9987,
  "homo_lumo_gap_ev": 10.660,
  "homo_energy_ha": -0.3479,
  "species": ["C", "C", "C", "C", "C", "C", "O", "H", "H", "H", "H", "H", "H", "H", "H", "H", "H"],
  "positions_angstrom": [[1.4133, 1.5913, 0.0754], [1.2591, 0.9374, -1.2622], [0.0439, 1.2237, -0.4244], [-0.7371, 0.1204, 0.2611], [-0.7614, -1.3768, -0.0562], [-0.9457, -1.4906, 1.4924], [-0.3904, -0.1736, 1.6288], [1.7950, 0.9984, 0.9006], [1.6667, 2.6475, 0.1212], [1.4032, 1.5297, -2.1627], [1.5521, -0.1046, -1.3590], [-0.5762, 2.0577, -0.7544], [-1.7932, 0.4353, 0.2594], [-1.4344, -1.6450, -0.8836], [0.1821, -1.8833, -0.1217], [-1.9714, -1.5670, 1.8737], [-0.3055, -2.2043, 2.0317]]
}

---

# 6
{
  "formula": "C6H10O",
  "method": "ωB97M-V with the def2-TZVPD basis set",
  "smiles": "C=C/C=C/C=C.O",
  "relative_energy_ev": 4.8002,
  "homo_lumo_gap_ev": 7.152,
  "homo_energy_ha": -0.2729,
  "species": ["C", "C", "C", "C", "C", "C", "H", "H", "H", "H", "H", "H", "H", "H", "O", "H", "H"],
  "positions_angstrom": [[2.5910, -1.3844, 0.2940], [2.1144, -0.0104, -0.0045], [0.9674, 0.6110, 0.8188], [-0.2900, 0.0576, 0.7287], [-1.4039, 0.8558, 0.4947], [-2.7164, 0.5073, 0.8087], [3.7502, -1.5554, 0.0902], [1.7203, -2.0214, 0.5336], [2.8120, 0.6794, -0.3823], [1.1375, 1.5996, 1.1440], [-0.3575, -1.0009, 1.0427], [-1.2461, 1.9798, 0.3214], [-3.1272, -0.5682, 0.7266], [-3.4809, 1.2459, 0.8242], [-0.4737, -0.4948, -2.4036], [-0.8137, -0.0969, -3.2121], [-1.1834, -0.4038, -1.8251]]
}

---

# 7
{
  "formula": "C6H10O",
  "method": "ωB97M-V with the def2-TZVPD basis set",
  "smiles": "CC1(O)CC=CC1",
  "relative_energy_ev": 2.0457,
  "homo_lumo_gap_ev": 10.443,
  "homo_energy_ha": -0.3466,
  "species": ["C", "C", "O", "C", "C", "C", "C", "H", "H", "H", "H", "H", "H", "H", "H", "H", "H"],
  "positions_angstrom": [[-0.3711, 1.7881, 1.1286], [-0.1874, 0.3600, 0.3259], [0.6044, 0.0145, 1.4738], [0.6644, 0.3619, -0.9847], [0.7641, -1.1017, -1.3758], [-0.1978, -1.8186, -0.8018], [-1.0948, -0.9361, 0.0599], [0.0148, 1.8783, 2.1855], [-1.3990, 2.0261, 1.1862], [0.1690, 2.5775, 0.6228], [1.4193, -0.3890, 1.2409], [0.2191, 0.9397, -1.8098], [1.6234, 0.8358, -0.7693], [1.5097, -1.4853, -2.0690], [-0.3623, -2.8910, -0.9465], [-1.3458, -1.4051, 1.0133], [-2.0300, -0.7550, -0.4798]]
}

---

# 8
{
  "formula": "C6H10O",
  "method": "ωB97M-V with the def2-TZVPD basis set",
  "smiles": "C[C@H]1C[C@H]1/C=C/O",
  "relative_energy_ev": 1.1631,
  "homo_lumo_gap_ev": 9.522,
  "homo_energy_ha": -0.3150,
  "species": ["C", "C", "C", "C", "C", "C", "O", "H", "H", "H", "H", "H", "H", "H", "H", "H", "H"],
  "positions_angstrom": [[-0.9791, -1.0954, 1.0488], [0.5137, -0.8737, 0.8683], [1.1309, -1.3852, -0.4042], [1.1475, 0.0955, -0.1036], [0.3746, 1.1129, -0.8703], [-0.7125, 1.6795, -0.3475], [-1.5352, 2.6041, -0.9030], [-1.4964, -1.0834, 0.0844], [-1.1437, -2.0854, 1.4929], [-1.4649, -0.3575, 1.6990], [1.0880, -1.0119, 1.7813], [0.4234, -1.7276, -1.1553], [2.0654, -1.9405, -0.3797], [2.1397, 0.4403, 0.1926], [0.7657, 1.4446, -1.8345], [-1.0543, 1.4150, 0.6451], [-1.2628, 2.7687, -1.8143]]
}

---

# 9
{
  "formula": "C6H10O",
  "method": "ωB97M-V with the def2-TZVPD basis set",
  "relative_energy_ev": 2.8766,
  "homo_lumo_gap_ev": 8.367,
  "homo_energy_ha": -0.2845,
  "species": ["C", "C", "C", "C", "C", "C", "O", "H", "H", "H", "H", "H", "H", "H", "H", "H", "H"],
  "positions_angstrom": [[2.2482, 0.0453, -0.0388], [0.7694, -0.1948, -0.1513], [0.0192, -1.1900, 0.4599], [-1.3770, -0.9397, 0.3260], [-1.4660, -0.0323, -0.9106], [-0.1884, 0.7089, -0.6853], [-1.0093, 1.4948, 0.9154], [2.4749, 0.9765, 0.4978], [2.7288, 0.1153, -1.0219], [2.7336, -0.7725, 0.5042], [0.4453, -1.9882, 1.0658], [-1.3524, 0.2750, 1.0177], [-2.1150, -1.7155, 0.5156], [-1.3864, -0.6240, -1.8313], [-2.3429, 0.6169, -0.9596], [0.0615, 1.6326, -1.2002], [-0.2436, 1.5917, 1.4967]]
}

---

# 10
{
  "formula": "C6H10O",
  "method": "ωB97M-V with the def2-TZVPD basis set",
  "smiles": "CC/C=C\\CC=O",
  "relative_energy_ev": 1.3086,
  "homo_lumo_gap_ev": 9.806,
  "homo_energy_ha": -0.3316,
  "species": ["C", "C", "C", "C", "C", "C", "O", "H", "H", "H", "H", "H", "H", "H", "H", "H", "H"],
  "positions_angstrom": [[-0.9427, 2.1902, -0.3353], [-1.1314, 0.6992, -0.0195], [0.1314, 0.3722, 0.7209], [1.2016, -0.2589, 0.2323], [1.0234, -1.4021, -0.7407], [0.4668, -2.3234, 0.3365], [-0.6777, -2.3061, 0.7209], [-0.0188, 2.3149, -0.9115], [-0.8147, 2.7510, 0.5983], [-1.7737, 2.6249, -0.8944], [-1.2545, 0.1231, -0.9426], [-2.0335, 0.5326, 0.5811], [0.1950, 0.8239, 1.7075], [2.1406, -0.2281, 0.7798], [1.9555, -1.7809, -1.1720], [0.2917, -1.2257, -1.5346], [1.2411, -2.9067, 0.8733]]
}

---

Number 1: lowest unoccupied orbital energy 1.0 eV. Number 2: lowest unoccupied orbital energy 0.8 eV. Number 3: lowest unoccupied orbital energy 0.9 eV. Number 4: lowest unoccupied orbital energy 1.0 eV. Number 5: lowest unoccupied orbital energy 1.2 eV. Number 6: lowest unoccupied orbital energy -0.3 eV. Number 7: lowest unoccupied orbital energy 1.0 eV. Number 8: lowest unoccupied orbital energy 1.0 eV. Number 9: lowest unoccupied orbital energy 0.6 eV. Number 10: lowest unoccupied orbital energy 0.8 eV.